1.
A single C3H4Cl2O molecule. Source: the Open Molecules 2025 dataset; level of theory: wB97M-V/def2-TZVPD.

Computed properties:
Energy relative to the best compared isomer or geometry (same formula, charge and spin) = 1.942 eV
Charge = 0
Kohn-Sham gap = 0.3830 Eh
Structure (SMILES) = O=C(CCl)CCl

CARTESIAN COORDINATES (ANGSTROEM)
C -1.3586 -0.0479 -0.6003
C -0.6122 1.1590 -0.0179
C 0.7147 0.7526 0.8902
H -2.3076 0.2043 -0.8372
H -0.8059 -0.2552 -1.5214
H 0.5891 -0.1455 1.5704
H 1.5042 1.6116 1.1047
O -1.1821 2.1641 -0.0161
Cl -0.8719 -1.6116 0.2342
Cl 1.9316 -0.1479 -0.3412


2.
A single C8H8OSe molecule. Source: the Open Molecules 2025 dataset; level of theory: wB97M-V/def2-TZVPD.

Computed properties:
Energy relative to the best compared isomer or geometry (same formula, charge and spin) = 2.833 eV
Charge = 0
Kohn-Sham gap (spin up / spin down) = 0.2065 / 0.2066 Eh

CARTESIAN COORDINATES (ANGSTROEM)
C 1.5698 1.8397 0.0882
C 0.4779 2.6499 0.1443
C 1.3708 0.5076 -0.0746
C -0.8156 2.1054 0.0507
C 0.0667 -0.1576 -0.0656
C -0.9841 0.7024 0.1153
C -1.0603 -2.3391 -0.8382
C 0.0677 -1.6855 -0.0927
O 0.0852 -2.0333 1.3078
Se -2.6193 -0.0382 0.5616
H 2.6224 2.2355 0.1314
H 0.5585 3.6585 0.0959
H 2.2021 -0.1192 -0.2855
H -1.6734 2.7841 0.0963
H -1.5673 -1.9994 -1.7359
H -1.3485 -3.2863 -0.4179
H 1.1041 -1.8728 -0.4953
H -0.0569 -2.9517 1.4143


3.
C9H17N5PdSSe3Te as an isolated structure. Source: the Open Molecules 2025 dataset; level of theory: wB97M-V/def2-TZVPD.

Computed properties:
Energy relative to the best compared isomer or geometry (same formula, charge and spin) = 0.831 eV
Charge = -2
Kohn-Sham gap = 0.1705 Eh

CARTESIAN COORDINATES (ANGSTROEM)
Pd 0.3228 1.1704 -0.8237
Se 0.5618 1.1360 -3.4462
Se 1.9185 2.2776 -2.0027
Te 1.7997 2.5420 0.7024
Se 0.8297 2.1062 3.0202
N -2.7555 2.5906 2.3222
C -2.7524 2.6261 0.9480
C -1.6591 3.2176 0.2801
N -1.5214 3.1550 -1.0223
C -2.5296 2.5882 -1.7096
C -3.6600 2.1480 -1.0634
N -3.7872 2.1505 0.2730
H -1.8183 2.5960 2.7366
H -3.3904 1.9139 2.7137
H -0.8918 3.7264 0.8487
H -2.4109 2.5212 -2.7827
H -4.4978 1.7519 -1.6297
C 0.2647 -3.7530 -1.4347
C 0.5091 -2.3506 -1.9905
N 1.1722 -1.4844 -1.0409
C 0.4484 -0.8006 -0.0557
S -1.2619 -0.5362 -0.2052
N 0.9778 -0.9388 1.2273
C 2.4199 -0.8797 1.4406
C 2.9951 -2.2372 1.8488
H -0.2922 -4.3628 -2.1528
H -0.3116 -3.6911 -0.5088
H 1.2103 -4.2590 -1.2156
H -0.4364 -1.8839 -2.2529
H 1.1178 -2.3959 -2.8961
H 2.0121 -1.8932 -0.6625
H 0.4684 -0.3572 1.8939
H 2.6026 -0.1460 2.2262
H 2.9216 -0.5074 0.5459
H 2.5763 -2.5539 2.8070
H 4.0833 -2.1732 1.9490
H 2.7644 -3.0132 1.1125


4.
A 7-piece molecular cluster, C33H71ClNO8S overall. Source: the Open Molecules 2025 dataset; level of theory: wB97M-V/def2-TZVPD.

Computed properties:
Energy relative to the best compared isomer or geometry (same formula, charge and spin) = 0.000 eV
Charge = +1
Kohn-Sham gap = 0.3340 Eh

CARTESIAN COORDINATES (ANGSTROEM)
C 0.1159 2.4838 3.8399
C 0.4838 2.7781 2.3810
C 0.2687 1.5462 1.4832
Cl -1.0566 1.7229 0.3226
S 1.7833 1.0149 0.6332
C 1.3352 -0.5768 -0.0746
C 2.4788 -1.2469 -0.8568
C 3.1778 -2.4194 -0.1253
C 4.6646 -2.1575 0.1171
C 4.9573 -0.9040 0.9273
O 6.3021 -0.4457 0.7246
C 6.4255 0.5523 -0.1777
C 7.6217 1.4201 0.0741
O 5.6432 0.7156 -1.0829
C 2.0415 2.1496 -0.7518
C 2.0557 3.5114 -0.5077
C 2.2966 4.3306 -1.6065
C 2.5384 3.7422 -2.8398
C 2.5073 2.3571 -2.9418
N 2.2403 1.5606 -1.9086
H -0.7917 1.8905 3.9293
H -0.0263 3.4321 4.3574
H 0.9515 1.9878 4.3363
H -0.1151 3.5975 1.9883
H 1.5385 3.0578 2.3512
H 0.0222 0.6901 2.1148
H 0.4448 -0.4333 -0.6838
H 1.0809 -1.1789 0.8002
H 3.2351 -0.5367 -1.1791
H 2.0228 -1.6361 -1.7660
H 2.6646 -2.7184 0.7921
H 3.1251 -3.2802 -0.7933
H 5.1180 -2.9994 0.6433
H 5.1684 -2.0828 -0.8479
H 4.2888 -0.0824 0.6719
H 4.8423 -1.0966 1.9945
H 7.4164 2.0961 0.9035
H 8.4802 0.7994 0.3263
H 7.8323 1.9880 -0.8269
H 1.9019 3.9548 0.4637
H 2.3085 5.4057 -1.4905
H 2.7559 4.3549 -3.7038
H 2.7022 1.8753 -3.8913
C -3.4606 -0.6494 2.4138
C -2.7321 -0.5231 3.7398
C -3.3223 -1.4420 4.7951
O -2.7456 0.8354 4.1906
H -4.5095 -0.3696 2.5242
H -3.0184 0.0220 1.6758
H -3.4224 -1.6707 2.0376
H -1.6736 -0.7664 3.5989
H -4.3676 -1.1828 4.9772
H -2.7822 -1.3400 5.7369
H -3.2843 -2.4835 4.4768
H -3.6644 1.0896 4.3312
C 4.2057 9.0430 0.5076
C 3.7375 7.6109 0.6994
C 4.4076 6.9565 1.8972
O 3.9826 6.8436 -0.4863
H 5.2834 9.0682 0.3256
H 3.7136 9.4951 -0.3530
H 3.9931 9.6495 1.3880
H 2.6543 7.5971 0.8341
H 5.4908 6.9224 1.7544
H 4.0586 5.9297 2.0217
H 4.2012 7.5066 2.8153
H 4.9339 6.8392 -0.6395
C -1.0168 2.4784 -4.3837
C -1.5475 3.8869 -4.1650
C -0.8903 4.8861 -5.1032
O -1.3603 4.2849 -2.8046
H 0.0575 2.4452 -4.1848
H -1.5024 1.7764 -3.7041
H -1.1863 2.1434 -5.4076
H -2.6265 3.8942 -4.3213
H 0.1890 4.9202 -4.9234
H -1.2857 5.8872 -4.9338
H -1.0548 4.6191 -6.1475
H -0.4130 4.2971 -2.6279
C -2.1022 -3.3304 -1.1007
C -2.9202 -2.5846 -2.1429
C -2.0255 -1.8798 -3.1521
O -3.7921 -1.6444 -1.5165
H -1.4782 -2.6237 -0.5375
H -2.7549 -3.8313 -0.3861
H -1.4611 -4.0792 -1.5593
H -3.5727 -3.2868 -2.6625
H -1.3970 -1.1381 -2.6451
H -2.6242 -1.3513 -3.8939
H -1.3752 -2.5872 -3.6686
H -3.2469 -1.0066 -1.0433
C -6.6029 -4.3535 0.8705
C -6.5125 -3.9508 2.3340
C -7.8886 -3.8206 2.9666
O -5.7852 -2.7259 2.4649
H -7.1448 -3.5940 0.3006
H -5.6072 -4.4429 0.4348
H -7.1220 -5.3054 0.7537
H -5.9292 -4.6929 2.8814
H -8.4682 -3.0467 2.4557
H -7.8031 -3.5335 4.0147
H -8.4424 -4.7579 2.9070
H -6.2754 -2.0461 1.9890
C -1.3820 -8.0762 0.3485
C -1.3870 -7.7481 -1.1358
C -0.4589 -8.6645 -1.9160
O -1.0245 -6.3786 -1.3417
H -0.3781 -7.9440 0.7625
H -2.0548 -7.4109 0.8903
H -1.6925 -9.1058 0.5275
H -2.4014 -7.8390 -1.5257
H 0.5707 -8.5491 -1.5653
H -0.4778 -8.4156 -2.9770
H -0.7446 -9.7101 -1.7991
H -0.1276 -6.2652 -1.0082


5.
C3H5F2N3 as an isolated structure. Source: the Open Molecules 2025 dataset; level of theory: wB97M-V/def2-TZVPD.

Computed properties:
Energy relative to the best compared isomer or geometry (same formula, charge and spin) = 1.257 eV
Charge = 0
Multiplicity = 3
Kohn-Sham gap (spin up / spin down) = 0.2986 / 0.2102 Eh

CARTESIAN COORDINATES (ANGSTROEM)
C -2.4887 0.2115 0.1309
C 0.3040 0.4873 0.1206
C -0.6810 -0.6078 -0.2839
N -3.5342 0.6433 0.2649
N 0.2580 1.7856 -0.5053
N -0.4465 -1.7597 0.4594
F 1.5190 -0.1087 -0.0551
F -0.9279 -0.7881 -1.6945
H 0.4233 0.5887 1.1753
H 0.3270 1.6543 -1.4793
H 0.9896 2.3806 -0.2191
H -1.3445 -2.3756 0.4734
H 0.2836 -2.2861 0.0558


6.
A 5-piece molecular cluster, C37H80N4O5 overall. Source: the Open Molecules 2025 dataset; level of theory: wB97M-V/def2-TZVPD.

Computed properties:
Energy relative to the best compared isomer or geometry (same formula, charge and spin) = 1.004 eV
Charge = 0
Kohn-Sham gap = 0.3095 Eh
Structure (SMILES) = CC1(C)CCCC(C)(C)N1O.CC1(C)CCCC(C)(C)N1O.CC1(C)CCCC(C)(C)N1O.CC1(C)CCCC(C)(C)N1O.CO

CARTESIAN COORDINATES (ANGSTROEM)
C 2.5884 1.0162 -2.6409
C 3.4227 2.0057 -1.7876
C 3.7294 3.2949 -2.5237
C 2.5321 4.2198 -2.3866
C 2.0254 4.4503 -0.9298
C 1.7023 3.1244 -0.3042
N 2.8943 2.2448 -0.4145
O 2.7362 1.0535 0.3572
C 1.5638 3.3481 1.2200
C 0.4406 2.5231 -0.8784
C 4.7805 1.2456 -1.5182
H 2.5810 0.1030 -2.0751
H 3.1709 0.8771 -3.5710
H 1.6210 1.4596 -2.8367
H 4.6153 3.6878 -2.0419
H 4.0448 3.0670 -3.5581
H 1.7617 3.9132 -3.1462
H 2.9344 5.1911 -2.6266
H 1.1214 5.1122 -0.8639
H 2.8270 4.7554 -0.2529
H 0.6237 3.8912 1.3002
H 1.4123 2.4146 1.7321
H 2.4448 3.9099 1.5486
H -0.4471 3.0720 -0.5604
H 0.4076 2.4865 -1.9676
H 0.3296 1.4867 -0.5698
H 5.3208 1.1222 -2.5036
H 4.6917 0.2607 -1.1095
H 5.3307 1.8296 -0.7652
H 1.9016 0.6084 0.0321
C -4.8433 0.4041 2.2965
C -3.8908 -0.1591 3.4175
C -2.8012 -1.0130 2.8888
C -1.7287 -0.4050 2.0124
C -1.1706 0.8200 2.6819
C -2.2503 1.8002 3.2902
N -3.1975 1.0119 4.1115
O -4.2145 1.8330 4.6277
C -1.5211 2.6866 4.3184
C -2.8378 2.7915 2.2391
C -4.6933 -0.8949 4.4503
H -5.6306 0.9520 2.8138
H -5.2769 -0.4862 1.8859
H -4.4697 0.8479 1.3959
H -2.2722 -1.3650 3.8163
H -3.2985 -1.8366 2.3916
H -2.0252 -0.1242 0.9613
H -0.9696 -1.2541 1.9275
H -0.6401 1.4808 1.9588
H -0.5608 0.5380 3.5392
H -1.0986 2.1907 5.1439
H -0.7297 3.2148 3.7869
H -2.0830 3.5036 4.7902
H -3.8161 2.9587 2.5242
H -2.2183 3.6867 2.2465
H -2.8293 2.4159 1.1888
H -5.6056 -0.3424 4.7662
H -4.1448 -1.2228 5.3328
H -4.9666 -1.9197 4.1883
H -3.8292 2.6858 4.6334
C -3.3891 -0.8176 -2.4947
C -2.8848 -0.2987 -3.8709
C -2.0073 1.0383 -3.6030
C -1.1431 1.4660 -4.7609
C -0.2562 0.3111 -5.1955
C -1.0104 -0.9872 -5.5313
N -1.9153 -1.3111 -4.4206
O -2.6166 -2.5222 -4.7063
C -1.5998 -0.9433 -6.9369
C 0.0145 -2.0805 -5.4424
C -4.1504 -0.0932 -4.7870
H -3.9730 -0.1118 -1.8607
H -2.5563 -1.0689 -1.8706
H -3.9533 -1.7252 -2.5469
H -2.7320 1.7937 -3.2513
H -1.4823 0.7187 -2.6936
H -0.5658 2.3351 -4.4779
H -1.7764 1.7867 -5.5880
H 0.4168 0.0058 -4.3643
H 0.2567 0.6832 -6.1021
H -1.8862 -1.9141 -7.3708
H -2.5079 -0.4154 -7.0880
H -0.8859 -0.4006 -7.5801
H -0.4720 -3.1196 -5.4765
H 0.7629 -2.0467 -6.2387
H 0.5441 -1.9310 -4.4476
H -4.9135 0.3058 -4.1393
H -4.4425 -1.0714 -5.1308
H -3.9228 0.5836 -5.6256
H -3.2235 -2.3097 -5.4310
C 1.8876 -0.5339 2.9625
C 3.0259 -1.5241 3.0370
C 3.1991 -1.8794 4.5225
C 2.1008 -2.8819 5.0947
C 1.9463 -4.1253 4.2149
C 1.7190 -3.7703 2.7267
N 2.8339 -2.8288 2.3371
O 2.6007 -2.4137 0.8976
C 2.0520 -5.1075 1.9095
C 0.3315 -3.3221 2.4562
C 4.2910 -0.8817 2.5054
H 1.3376 -0.5738 2.0423
H 2.3441 0.5015 2.9716
H 1.2177 -0.6723 3.7780
H 4.2305 -2.2870 4.7114
H 3.1894 -0.9532 5.0787
H 1.1242 -2.3261 5.0439
H 2.3393 -3.2241 6.1841
H 1.1658 -4.8523 4.4310
H 2.8594 -4.6073 4.2730
H 3.1654 -5.3079 1.9357
H 1.4573 -5.8447 2.3747
H 1.6942 -5.0382 0.9099
H -0.4651 -4.0675 2.6857
H 0.2282 -2.4465 3.1073
H 0.1939 -3.0748 1.3702
H 4.1257 -0.1982 1.6794
H 4.9681 -1.6753 2.0530
H 4.8218 -0.3321 3.2449
H 3.4699 -2.2055 0.5598
C 0.4073 -1.6585 -1.6849
O 0.6053 -1.1096 -0.3665
H -0.4225 -2.4107 -1.6586
H 0.0748 -0.9070 -2.3950
H 1.4018 -2.2118 -2.0346
H 1.2544 -1.6819 0.0907


Question: Which formula does entry 2 have?
Answer: C8H8OSe